Record 1
The following is a quantum chemistry calculation of a cluster of 2 separate species, C13H13BrNO2 in total in a non-equilibrium geometry, from OMol25.

XYZ file:
```
30
Properties=species:S:1:pos:R:3:forces:R:3:lowdin_charge:R:1
C -1.579 0.455 2.327 0.668 -0.457 0.365 0.07
C -0.582 -0.442 2.478 -1.369 0.319 -0.137 -0.18
C 0.761 -0.008 2.622 3.095 0.889 0.273 -0.26
N 1.878 0.334 2.732 -2.555 -0.794 -0.185 0.12
H -2.619 0.155 2.209 0.290 0.013 -0.098 0.07
H -1.355 1.526 2.370 -0.146 -0.418 -0.223 0.09
H -0.743 -1.525 2.499 -0.043 0.470 -0.135 0.10
C -6.814 1.197 2.530 -0.323 -0.076 0.049 -0.09
C -5.664 1.723 1.708 0.113 -0.403 -0.117 -0.26
O -5.249 0.644 0.843 -0.637 0.949 1.031 -0.07
C -4.248 1.026 -0.010 1.232 -1.227 -1.544 -0.56
C -3.770 -0.099 -0.778 -1.104 0.915 1.289 -0.06
C -2.796 0.008 -1.774 0.906 -0.096 -0.887 -0.25
C -2.252 1.278 -2.152 0.193 -0.378 -0.086 -0.04
C -1.226 1.389 -3.076 -0.091 -0.858 0.015 -0.16
C -0.702 0.230 -3.680 -0.996 -0.026 0.788 -0.75
Br 0.737 0.403 -4.882 0.378 -0.063 -0.376 0.63
C -1.251 -1.036 -3.384 0.051 0.746 -0.002 -0.17
C -2.287 -1.150 -2.464 0.033 0.808 0.109 -0.07
O -3.859 2.201 -0.025 -0.344 -0.148 0.330 -0.02
H -7.025 1.857 3.376 0.045 -0.010 -0.029 0.07
H -7.720 1.153 1.916 0.095 -0.191 0.122 0.07
H -6.588 0.194 2.915 -0.077 0.220 -0.074 0.07
H -5.968 2.595 1.110 0.226 -0.241 0.206 0.12
H -4.824 2.020 2.356 -0.177 0.000 -0.270 0.11
H -4.228 -1.056 -0.551 0.072 0.063 -0.072 0.08
H -2.652 2.153 -1.650 0.197 -0.148 -0.245 0.08
H -0.839 2.374 -3.311 0.107 -0.108 -0.094 0.09
H -0.855 -1.911 -3.890 -0.040 0.034 0.069 0.08
H -2.729 -2.124 -2.241 0.201 0.218 -0.070 0.09
```
Forces are in eV/Å.

Properties
orbital gap = 5.758 eV
HOMO = -0.103 hartree
LUMO energy = 2.951 eV
calculated total energy = -3282.44183 Eh
total charge = -1

Record 2
The following is a quantum chemistry calculation of a cluster of 3 separate species, CH2NO3S in total in a non-equilibrium geometry, from OMol25.

XYZ file:
```
8
Properties=species:S:1:pos:R:3:forces:R:3:lowdin_charge:R:1
C -3.472 -0.451 -0.006 -2.402 -0.306 -1.775 -0.44
N -2.393 -0.515 0.437 -0.233 0.184 1.467 0.20
O -0.045 -0.690 -0.381 1.847 -0.121 -0.131 -0.64
O -4.571 -0.445 -0.473 0.572 0.218 0.720 0.05
O 2.126 -1.467 0.493 1.595 -1.709 3.186 -0.58
S 1.464 -0.754 -0.524 -2.321 3.596 -3.499 0.53
H 1.916 1.067 -0.298 -0.487 -1.850 0.054 -0.08
H -1.457 -0.581 0.045 1.430 -0.012 -0.023 -0.04
```
Forces are in eV/Å.

Properties
orbital gap = 7.292 eV
HOMO = -0.134 hartree
LUMO energy = 3.643 eV
calculated total energy = -717.98409 Eh
total charge = -1

Record 3
The following is a quantum chemistry calculation of a structure of composition C4H9N2 in a non-equilibrium geometry, from OMol25.

XYZ file:
```
15
Properties=species:S:1:pos:R:3:forces:R:3:lowdin_charge:R:1
C -0.047 0.942 -1.137 -0.401 1.059 -2.014 -0.10
C -0.879 0.970 1.010 1.561 -4.103 -0.288 0.08
C -0.923 0.192 -0.253 0.380 3.997 2.112 -0.43
C 0.773 0.951 0.160 -3.184 1.064 0.682 -0.11
N -0.992 -1.101 -0.345 0.281 -1.326 1.121 0.15
N 1.464 -0.287 0.375 0.506 -2.493 -1.408 0.09
H 0.309 0.300 -1.979 -0.012 0.872 0.427 0.13
H -0.471 1.947 -1.462 1.068 -1.304 0.370 0.15
H -1.188 1.954 0.950 -0.383 1.900 -0.027 0.07
H -1.167 0.429 2.011 0.871 1.042 -1.890 0.15
H -1.149 -1.549 0.550 -0.711 -1.055 -0.828 0.14
H -1.035 -1.438 -1.279 -0.282 -1.292 -0.163 0.14
H 0.929 -1.210 -0.043 1.077 1.690 0.169 0.19
H 1.386 -0.521 1.349 0.994 0.210 0.838 0.15
H 2.473 -0.234 0.017 -1.765 -0.264 0.899 0.21
```
Forces are in eV/Å.

Properties
orbital gap = 9.482 eV
HOMO = -0.474 hartree
LUMO energy = -3.420 eV
calculated total energy = -266.93359 Eh
total charge = +1

Record 4
The following is a quantum chemistry calculation of an isolated molecule of C9H11FN2 in a non-equilibrium geometry, from OMol25.

XYZ file:
```
23
Properties=species:S:1:pos:R:3:forces:R:3:lowdin_charge:R:1
C 0.424 2.353 0.069 -2.524 0.631 1.143 -0.03
N -0.524 1.236 -0.235 2.975 -0.130 -0.796 -0.18
C -1.868 1.611 -0.482 0.793 0.264 5.813 -0.08
C -0.072 0.058 0.420 0.332 -0.162 -1.374 -0.37
F 0.336 0.322 1.761 0.081 0.001 -0.416 0.00
C -1.128 -0.989 0.574 -1.199 1.017 0.915 -0.04
C -0.970 -2.249 0.220 -2.802 -1.303 0.800 -0.10
C 0.249 -2.770 -0.357 0.176 -2.055 -0.455 -0.08
C 1.296 -1.969 -0.536 -2.847 -0.318 1.309 -0.08
C 1.300 -0.503 -0.403 -2.467 0.459 0.310 -0.16
C 2.488 -0.036 0.260 0.370 -0.538 -0.241 -0.22
N 3.482 0.114 0.805 0.483 0.465 0.263 0.18
H 0.433 3.228 -0.613 -1.130 -0.432 0.298 0.10
H 0.108 2.594 1.144 1.187 0.595 -1.419 0.12
H 1.440 2.099 -0.021 1.175 -1.018 0.477 0.04
H -1.902 2.267 -1.231 -0.222 2.911 -2.755 0.05
H -2.511 0.863 -0.667 -1.756 -3.258 -1.178 0.04
H -2.325 1.987 0.496 0.284 0.533 -1.101 0.12
H -2.075 -0.730 1.174 1.706 -0.019 -1.106 0.15
H -1.925 -2.843 0.528 2.249 0.296 -0.952 0.14
H 0.389 -3.905 -0.617 -0.504 2.389 0.706 0.15
H 2.112 -2.478 -0.794 3.678 -1.288 -1.274 0.07
H 1.246 -0.260 -1.495 -0.037 0.961 1.033 0.18
```
Forces are in eV/Å.

Properties
orbital gap = 9.342 eV
SMILES string = CN(C)[C@@]1(F)C=CC=C[C@@H]1C#N
HOMO = -0.326 hartree
LUMO energy = 0.460 eV
calculated total energy = -558.79103 Eh
total charge = 0